Record 1
Formula: C5H8N2
Source: the OMol25 dataset
Level of theory: ωB97M-V with the def2-TZVPD basis set

Its energy is -304.64597 Eh. Its energy above the lowest of the compared OMol25 structures with the same formula, charge and spin is 5.157 eV. As for the charge: 0. As for the HOMO-LUMO gap: 8.757 eV.

Geometry (Å):
C 1.32 0.59 0.42
C -2.26 1.14 0.70
C 0.13 -0.11 0.41
C 2.65 0.98 -0.09
C -0.54 -1.50 0.42
N 0.76 0.56 1.58
N -1.44 1.01 -0.17
H -3.30 1.48 0.48
H -2.04 0.98 1.78
H 2.59 1.45 -1.05
H 3.54 0.25 -0.07
H 3.07 1.74 0.73
H -1.62 -1.30 0.23
H -0.52 -1.90 1.39
H -0.16 -2.21 -0.39

Record 2
Formula: C42H51N5Sn
Source: the OMol25 dataset
Level of theory: ωB97M-V with the def2-TZVPD basis set

Its energy is -2118.67995 Eh. As for the charge: +2. As for the HOMO-LUMO gap (spin up / spin down): 4.839 / 4.782 eV.

Geometry (Å):
Sn 0.19 -0.40 -0.31
C -5.42 0.13 3.17
C -5.20 -0.54 1.81
C -4.03 0.03 1.08
C -4.01 1.02 0.15
C -5.17 1.74 -0.46
C -5.50 1.20 -1.85
C -2.61 1.22 -0.21
C -2.16 2.20 -1.14
C -0.88 2.47 -1.50
C -0.46 3.55 -2.40
C -1.36 4.48 -3.12
C -1.80 5.67 -2.26
C 0.90 3.50 -2.42
C 1.29 2.40 -1.55
C 2.64 2.03 -1.27
C 3.08 1.09 -0.40
N 2.26 0.28 0.39
C 3.07 -0.39 1.20
C 2.63 -1.33 2.17
C 1.34 -1.64 2.48
N 0.22 -1.10 1.85
C -0.84 -1.61 2.48
C -2.19 -1.28 2.19
C -2.64 -0.36 1.29
N -1.81 0.40 0.46
C -0.44 -2.49 3.57
C 0.92 -2.52 3.57
C 1.83 -3.27 4.48
C 2.40 -2.39 5.60
C -1.38 -3.25 4.46
C -1.84 -4.55 3.80
C 4.47 -0.04 0.97
C 4.48 0.87 -0.04
C 5.66 1.53 -0.68
C 6.03 2.86 -0.01
C 5.66 -0.58 1.70
C 6.24 -1.82 1.00
N 0.24 1.80 -1.01
C 1.83 4.35 -3.23
C 2.17 3.66 -4.56
H -6.26 -0.33 3.68
H -5.63 1.20 3.05
H -4.54 0.04 3.81
H -6.10 -0.41 1.20
H -5.06 -1.61 1.95
H -4.95 2.81 -0.52
H -6.04 1.63 0.19
H -4.66 1.31 -2.54
H -6.36 1.73 -2.27
H -5.75 0.14 -1.80
H -2.94 2.83 -1.57
H -2.24 3.94 -3.47
H -0.85 4.86 -4.01
H -2.31 5.34 -1.35
H -2.48 6.31 -2.82
H -0.94 6.27 -1.96
H 3.40 2.62 -1.78
H 3.40 -1.82 2.76
H -2.94 -1.78 2.79
H 2.64 -3.70 3.89
H 1.27 -4.10 4.92
H 2.96 -1.54 5.20
H 3.08 -2.98 6.22
H 1.61 -2.00 6.24
H -2.24 -2.63 4.71
H -0.88 -3.47 5.40
H -2.33 -4.36 2.84
H -2.55 -5.08 4.44
H -0.99 -5.21 3.62
H 5.45 1.69 -1.73
H 6.51 0.85 -0.61
H 5.21 3.58 -0.08
H 6.90 3.28 -0.51
H 6.27 2.72 1.04
H 5.40 -0.83 2.73
H 6.42 0.20 1.75
H 5.61 -2.70 1.16
H 7.24 -2.04 1.39
H 6.33 -1.65 -0.07
H 2.75 4.53 -2.67
H 1.37 5.32 -3.42
H 2.67 2.70 -4.40
H 2.82 4.29 -5.16
H 1.26 3.47 -5.13
N -0.44 -3.39 -0.94
C 0.78 -3.80 -0.40
C 0.84 -4.65 0.71
C 2.07 -5.01 1.24
C 3.25 -4.51 0.71
C 3.19 -3.65 -0.38
C 1.97 -3.30 -0.94
H -1.23 -3.99 -0.71
H -0.40 -3.23 -1.94
H -0.08 -5.06 1.11
H 2.10 -5.71 2.07
H 4.20 -4.81 1.12
H 4.11 -3.29 -0.83
H 1.93 -2.68 -1.83

Record 3
Formula: C21H20N4O3S
Source: the OMol25 dataset
Level of theory: ωB97M-V with the def2-TZVPD basis set

The SMILES is Cc1cc(C)nc(SCc2ccc(C(=O)NN/C=C3\C=CC=C(O)C3=O)cc2)n1. Its energy is -1655.11719 Eh. Its energy above the lowest of the compared OMol25 structures with the same formula, charge and spin is 3.651 eV. As for the charge: 0. As for the HOMO-LUMO gap: 7.066 eV.

Geometry (Å):
C -3.26 -7.09 -2.29
C -2.65 -6.72 -0.96
C -3.21 -7.15 0.23
C -2.63 -6.73 1.40
C -3.17 -7.13 2.73
N -1.61 -5.89 1.40
C -1.06 -5.56 0.24
S 0.36 -4.51 0.17
C -0.04 -3.42 1.60
C 0.39 -2.03 1.19
C -0.51 -1.07 0.77
C -0.02 0.18 0.36
C 1.35 0.51 0.39
C 1.86 1.82 -0.03
O 3.09 2.02 -0.07
N 1.01 2.77 -0.56
N 1.46 4.02 -1.05
C 0.89 5.25 -0.74
C 1.48 6.49 -0.92
C 2.90 6.57 -1.38
C 3.53 7.81 -1.46
C 2.76 9.09 -1.31
C 1.43 9.07 -0.89
O 0.74 10.24 -0.72
C 0.78 7.77 -0.65
O -0.37 7.70 -0.20
C 2.25 -0.49 0.82
C 1.77 -1.75 1.25
N -1.59 -5.96 -0.90
H -3.21 -6.20 -2.90
H -4.32 -7.38 -2.18
H -2.69 -7.90 -2.73
H -4.06 -7.78 0.23
H -4.26 -6.94 2.81
H -2.67 -6.56 3.51
H -3.02 -8.20 2.92
H -1.09 -3.41 1.82
H 0.48 -3.74 2.48
H -1.56 -1.29 0.69
H -0.79 0.87 -0.01
H 0.01 2.60 -0.55
H 2.46 4.04 -1.28
H -0.12 5.26 -0.38
H 3.45 5.67 -1.67
H 4.62 7.92 -1.66
H 3.30 10.04 -1.40
H -0.21 10.05 -0.55
H 3.32 -0.31 0.84
H 2.46 -2.52 1.60

Record 4
Formula: C3H7NO4
Source: the OMol25 dataset
Level of theory: ωB97M-V with the def2-TZVPD basis set

The SMILES is ON=C(O)O.C=CO. Its energy is -474.09675 Eh. Its energy above the lowest of the compared OMol25 structures with the same formula, charge and spin is 5.157 eV. As for the charge: 0. As for the HOMO-LUMO gap: 8.797 eV.

Geometry (Å):
O -0.98 -1.25 1.57
N -0.13 -0.17 1.20
C -0.88 0.81 0.77
O -0.38 2.01 0.53
O -2.18 0.73 0.57
H -0.46 -1.70 2.27
H -1.05 2.53 0.07
H -2.42 -0.20 0.75
C 2.05 -0.11 -0.94
C 0.93 -0.80 -0.70
O -0.35 -0.53 -1.49
H 3.02 -0.59 -0.82
H 2.04 0.94 -1.19
H 0.94 -1.86 -0.48
H -0.15 0.19 -2.11

Record 5
Formula: C10H41HgO13V
Source: the OMol25 dataset
Level of theory: ωB97M-V with the def2-TZVPD basis set

Its energy is -2480.85673 Eh. The multiplicity is 4. As for the charge: -1. As for the HOMO-LUMO gap (spin up / spin down): 2.285 / 2.110 eV.

Geometry (Å):
Hg -7.89 -4.36 4.63
V -7.57 -7.99 4.02
C -11.44 -5.00 7.48
C -10.05 -5.10 6.89
O -9.61 -4.00 6.08
H -11.79 -5.82 8.12
H -12.13 -4.81 6.66
H -11.56 -4.13 8.13
H -10.06 -5.97 6.23
H -9.25 -5.31 7.60
C -3.48 -8.18 3.90
C -4.47 -7.53 2.83
O -5.70 -8.08 2.79
H -3.83 -8.04 4.92
H -2.45 -7.82 3.82
H -3.53 -9.26 3.72
H -3.91 -7.50 1.90
H -4.57 -6.47 3.06
C -5.17 -2.50 7.03
C -6.08 -1.58 6.14
O -7.28 -2.25 5.86
H -5.63 -2.80 7.97
H -4.29 -1.93 7.34
H -4.95 -3.43 6.50
H -5.46 -1.23 5.31
H -6.24 -0.74 6.82
C -6.65 -7.46 7.67
C -6.29 -6.38 6.72
O -7.02 -6.34 5.56
H -6.76 -8.41 7.14
H -7.58 -7.23 8.19
H -5.90 -7.60 8.45
H -5.21 -6.45 6.55
H -6.43 -5.40 7.19
C -2.51 -4.65 5.30
C -1.51 -5.24 6.23
O -0.21 -4.71 6.34
H -2.93 -3.75 5.74
H -3.44 -5.21 5.30
H -2.04 -4.41 4.34
H -1.56 -6.27 5.88
H -1.92 -5.16 7.24
O -9.41 -8.38 5.32
H -9.52 -8.41 6.27
H -10.30 -8.52 4.98
O -8.18 -11.01 7.55
H -8.08 -11.78 8.10
H -9.12 -10.82 7.57
O -7.01 -9.99 10.44
H -6.98 -9.03 10.37
H -7.12 -10.29 9.54
O -7.41 -4.47 9.36
H -7.24 -4.64 8.43
H -6.55 -4.45 9.77
O -3.15 -8.72 7.60
H -3.07 -8.01 6.96
H -3.59 -8.32 8.35
O -5.83 -4.28 3.53
H -5.48 -3.77 2.79
H -5.20 -4.99 3.64
O -3.91 -7.92 10.38
H -3.32 -8.25 11.06
H -4.18 -7.05 10.69
O -7.21 -10.04 5.07
H -6.89 -10.75 4.52
H -7.27 -10.43 5.94

Record 6
Formula: CH2N2S4
Source: the OMol25 dataset
Level of theory: ωB97M-V with the def2-TZVPD basis set

Its energy is -1741.46710 Eh. Its energy above the lowest of the compared OMol25 structures with the same formula, charge and spin is 1.247 eV. As for the charge: 0. As for the HOMO-LUMO gap: 8.419 eV.

Geometry (Å):
C 1.26 1.41 1.45
N 0.63 0.24 1.71
N -1.23 -0.43 -0.55
S 2.68 1.93 2.00
S 0.00 2.02 0.34
S -0.97 0.31 0.77
S -0.25 -0.09 -1.85
H 0.77 -0.52 2.35
H -0.40 -1.26 -2.39

Number 5 is which compound? C10H41HgO13V

Number 5 is which compound? C10H41HgO13V